A cluster of 9 separate species, C20H34N8O4S in total at a distorted geometry. Source: the Open Molecules 2025 dataset; level of theory: the ωB97M-V functional and the def2-TZVPD basis.

```
67
Properties=species:S:1:pos:R:3:forces:R:3:nbo_charge:R:1
C -1.560 -2.962 -0.956 0.754 1.038 0.535 -0.659
C -2.336 -1.620 -0.871 -0.939 -1.539 0.557 -0.084
O -2.404 -0.899 -2.117 1.905 0.211 0.919 -0.681
S -0.955 -0.445 -2.765 0.120 -0.728 -1.841 1.754
O -0.560 -1.537 -3.682 -0.452 0.959 0.924 -0.961
O 0.136 -0.531 -1.521 -0.897 -0.779 -0.158 -0.719
C 1.421 -0.111 -1.991 0.662 1.398 0.408 -0.106
C 1.808 1.146 -1.128 -1.509 -1.098 -0.426 -0.083
O 0.614 1.926 -1.104 0.430 0.674 -0.100 -0.735
H -0.541 -2.760 -0.598 -0.123 -0.265 -0.275 0.215
H -1.479 -3.316 -1.984 -0.265 -0.134 0.185 0.238
H -1.975 -3.698 -0.262 -0.192 0.040 -0.314 0.209
H -3.371 -1.881 -0.620 0.057 0.385 -0.329 0.193
H -1.997 -1.001 -0.033 0.219 0.094 -0.447 0.195
H 2.158 -0.893 -1.848 -0.284 -0.134 -0.051 0.208
H 1.408 0.137 -3.061 -0.160 0.047 0.202 0.184
H 2.647 1.708 -1.547 0.039 -0.235 0.113 0.182
H 2.000 0.774 -0.121 0.332 0.253 -0.099 0.173
H 0.501 2.270 -0.216 -0.078 -0.028 0.083 0.477
C 3.089 -2.106 1.561 0.116 0.236 -0.309 -0.724
C 3.573 -1.338 0.404 -0.090 -0.462 0.544 0.326
N 3.941 -0.743 -0.503 0.410 -0.032 -0.027 -0.389
H 2.196 -1.635 1.969 0.001 -0.009 0.004 0.265
H 2.848 -3.122 1.255 0.006 0.005 -0.008 0.264
H 3.857 -2.138 2.330 -0.020 -0.023 0.012 0.262
C -1.221 1.486 -5.911 0.019 0.364 -0.127 -0.741
C -1.139 2.688 -6.753 0.010 -0.598 0.323 0.299
N -1.075 3.625 -7.410 -0.037 0.281 -0.112 -0.366
H -0.220 1.117 -5.691 -0.012 -0.002 -0.017 0.253
H -1.731 1.736 -4.975 0.303 -0.235 -0.379 0.282
H -1.780 0.708 -6.429 0.011 0.000 0.009 0.254
C 3.258 0.307 5.065 -0.137 -0.406 -0.087 -0.722
C 2.852 -1.104 4.967 0.150 0.572 0.092 0.295
N 2.533 -2.203 4.899 -0.029 -0.171 -0.044 -0.354
H 2.418 0.951 4.813 0.010 0.014 0.018 0.269
H 3.584 0.529 6.078 0.010 0.032 -0.018 0.258
H 4.078 0.504 4.376 -0.001 0.001 0.006 0.254
C -3.974 4.356 -3.873 0.168 -0.306 0.061 -0.719
C -3.380 3.041 -3.591 -0.329 0.588 -0.040 0.317
N -2.916 2.014 -3.384 -0.239 0.016 0.270 -0.358
H -3.992 4.953 -2.963 0.000 -0.003 -0.005 0.251
H -3.382 4.870 -4.628 0.003 -0.018 -0.004 0.266
H -4.991 4.229 -4.239 0.006 -0.005 0.000 0.256
C -1.320 4.638 1.942 0.135 -0.324 0.033 -0.719
C -0.728 3.313 2.179 -0.175 0.343 -0.002 0.299
N -0.271 2.280 2.381 0.097 -0.001 -0.104 -0.350
H -1.362 5.193 2.877 0.010 -0.013 -0.001 0.257
H -0.713 5.188 1.226 -0.003 -0.003 0.003 0.257
H -2.327 4.524 1.546 0.008 -0.011 0.000 0.257
C 1.878 1.584 9.167 0.130 0.194 -0.294 -0.719
C 2.367 2.357 8.014 -0.250 -0.323 0.568 0.294
N 2.745 2.958 7.116 0.106 0.124 -0.237 -0.344
H 0.982 2.052 9.568 0.002 -0.003 -0.006 0.258
H 1.643 0.569 8.855 -0.005 0.004 0.002 0.257
H 2.644 1.554 9.939 -0.003 0.002 -0.004 0.256
C -5.790 -4.467 0.545 0.178 0.289 0.156 -0.718
C -5.150 -3.346 1.250 -0.274 -0.457 -0.238 0.289
N -4.655 -2.475 1.807 0.104 0.152 0.068 -0.336
H -5.233 -5.383 0.730 -0.001 0.006 -0.003 0.255
H -6.811 -4.590 0.902 0.006 0.004 -0.001 0.254
H -5.806 -4.267 -0.524 0.003 -0.004 0.004 0.256
C 3.866 -2.980 -3.437 0.071 -0.331 0.050 -0.726
C 4.446 -4.309 -3.191 -0.281 0.645 -0.123 0.293
N 4.896 -5.344 -2.997 0.125 -0.288 0.068 -0.344
H 3.813 -2.422 -2.504 0.056 0.013 -0.007 0.261
H 4.485 -2.432 -4.144 0.013 -0.005 0.014 0.253
H 2.863 -3.084 -3.848 0.002 -0.008 0.008 0.260
```
Positions in Å, forces in eV/Å.

energy: -1919.528624 Ha
LUMO energy: 0.27 eV
HOMO: -9.28 eV
molar mass: 482.61 g mol⁻¹
gap between HOMO and LUMO: 0.35124 Ha
max |F|: 2.13 eV Å⁻¹

---

The molecule CH3NOS at a distorted geometry. Source: the Open Molecules 2025 dataset; level of theory: the ωB97M-V functional and the def2-TZVPD basis.

```
7
Properties=species:S:1:pos:R:3:forces:R:3:nbo_charge:R:1
C -0.246 -0.089 0.203 1.774 2.533 -0.565 -0.467
N -0.754 -0.594 1.406 -1.768 -1.357 2.694 0.044
O -0.074 -1.198 2.250 -0.386 0.697 -1.586 -0.329
S -2.301 -0.105 1.586 -0.656 -0.497 0.970 0.033
H 0.656 -0.528 -0.129 0.815 -0.772 -0.283 0.225
H -0.037 0.935 0.561 0.560 -0.103 -0.719 0.243
H -1.011 0.066 -0.522 -0.337 -0.502 -0.510 0.252
```
Positions in Å, forces in eV/Å.

energy: -567.974058 Ha
LUMO energy: -1.05 eV
HOMO: -9.27 eV
relative energy (zero: lowest compared OMol25 entry of this formula, charge and spin): 3.448 eV
molar mass: 77.11 g mol⁻¹
structure (SMILES): C[N+]([O-])=S
gap between HOMO and LUMO: 0.30221 Ha
max |F|: 3.50 eV Å⁻¹

---

A structure of composition C27H33FN4O4Pt. Source: the Open Molecules 2025 dataset; level of theory: the ωB97M-V functional and the def2-TZVPD basis.

```
70
Properties=species:S:1:pos:R:3:forces:R:3:nbo_charge:R:1
Pt 0.249 0.209 -0.449 -0.013 -0.105 0.044 1.038
C 3.931 -6.005 1.986 -0.007 0.003 -0.004 -0.622
C 2.432 -6.128 1.750 0.007 -0.004 0.011 -0.203
N 1.900 -5.032 0.948 -0.011 0.013 0.012 -0.366
C 1.322 -3.982 1.585 0.026 -0.025 -0.005 0.113
C 0.835 -2.874 0.977 -0.011 0.034 -0.044 -0.310
C 0.186 -1.859 1.907 0.003 -0.036 -0.036 0.792
O 0.039 -2.188 3.080 -0.014 0.000 0.036 -0.689
O -0.188 -0.738 1.420 0.012 0.059 0.008 -0.806
C 0.923 -2.797 -0.462 0.028 -0.001 0.025 0.445
O 0.496 -1.823 -1.166 -0.003 -0.022 0.048 -0.753
C 1.518 -3.905 -1.132 -0.019 0.004 0.001 -0.117
C 1.629 -3.879 -2.566 0.007 -0.001 -0.003 -0.311
C 2.198 -4.924 -3.206 0.029 0.037 0.000 0.368
F 2.254 -4.932 -4.574 -0.028 0.003 -0.006 -0.355
C 2.774 -6.010 -2.534 -0.009 -0.021 0.013 -0.084
C 2.621 -6.083 -1.115 0.001 0.000 -0.017 -0.399
C 2.020 -5.031 -0.433 0.004 -0.010 -0.017 0.204
N 2.915 -7.297 -3.239 -0.015 0.000 0.007 -0.351
C 3.999 -7.327 -4.276 0.010 0.010 -0.014 -0.217
C 3.896 -8.637 -5.066 -0.001 -0.004 0.003 -0.252
N 3.236 -9.613 -4.209 0.002 -0.003 -0.003 -0.639
C 1.806 -9.329 -4.130 0.002 0.006 0.000 -0.242
C 1.630 -7.837 -3.805 0.002 -0.006 0.018 -0.240
H 4.297 -6.856 2.560 -0.001 0.000 0.000 0.214
H 4.149 -5.095 2.545 0.002 -0.001 0.000 0.221
H 4.477 -5.960 1.044 0.002 0.000 0.002 0.213
H 1.901 -6.112 2.700 -0.003 0.001 -0.002 0.215
H 2.177 -7.072 1.265 -0.001 0.000 -0.004 0.195
H 1.239 -4.053 2.662 -0.001 0.002 -0.001 0.243
H 1.287 -3.008 -3.104 -0.006 -0.002 0.000 0.254
H 3.091 -6.899 -0.583 -0.007 0.000 0.008 0.204
H 4.935 -7.245 -3.729 0.000 -0.010 0.002 0.222
H 3.877 -6.447 -4.899 0.006 -0.013 0.002 0.244
H 4.894 -8.984 -5.324 0.002 0.003 0.002 0.225
H 3.349 -8.474 -6.005 0.001 0.002 0.000 0.177
H 3.201 -7.974 -2.531 0.008 -0.001 -0.006 0.442
H 3.404 -10.561 -4.513 0.000 0.001 -0.004 0.384
H 1.367 -9.945 -3.346 0.003 0.001 0.004 0.211
H 1.277 -9.545 -5.067 -0.004 0.002 0.001 0.187
H 0.860 -7.659 -3.058 -0.003 -0.001 -0.003 0.242
H 1.408 -7.235 -4.683 0.005 0.005 -0.007 0.228
C -2.684 -0.720 -0.076 0.026 0.003 0.000 -0.429
N -1.939 0.117 -1.020 -0.030 -0.007 -0.006 -0.421
C -2.066 -0.404 -2.384 0.006 0.007 -0.013 -0.432
C -2.405 1.510 -0.925 0.021 -0.013 -0.010 0.097
C -0.420 2.693 -1.580 0.033 -0.034 0.009 0.253
C -0.139 4.010 -2.154 0.001 -0.002 -0.015 -0.214
C 1.034 4.282 -2.758 -0.007 0.006 0.005 -0.227
C 2.044 3.277 -2.991 -0.003 -0.014 0.005 -0.267
C 1.883 2.017 -2.537 0.009 0.022 -0.003 -0.171
C 0.751 1.709 -1.702 -0.017 0.056 -0.066 -0.273
H -3.751 -0.717 -0.333 -0.002 -0.007 0.003 0.175
H -2.535 -0.358 0.938 -0.008 0.013 -0.002 0.241
H -2.301 -1.737 -0.126 -0.004 0.001 -0.007 0.223
H -3.123 -0.461 -2.672 -0.003 -0.001 -0.005 0.176
H -1.617 -1.394 -2.416 -0.004 -0.003 -0.001 0.228
H -1.539 0.253 -3.071 -0.001 -0.002 0.003 0.233
H -2.234 1.831 0.107 0.006 0.016 -0.005 0.189
H -3.476 1.552 -1.160 -0.005 -0.007 0.000 0.166
H -0.927 4.753 -2.116 0.001 0.000 0.004 0.212
H 1.202 5.277 -3.153 -0.001 0.000 0.002 0.208
H 2.907 3.537 -3.592 -0.001 -0.003 0.000 0.209
H 2.585 1.234 -2.796 0.003 0.002 0.001 0.214
C 1.085 3.105 0.581 -0.001 -0.016 0.009 -0.650
C 0.344 2.243 -0.398 0.008 0.021 -0.003 -0.184
O -1.773 2.325 -1.847 -0.016 0.038 0.025 -0.542
H 0.506 3.994 0.838 -0.003 -0.001 0.005 0.213
H 2.043 3.435 0.166 -0.007 -0.001 -0.009 0.214
H 1.288 2.552 1.498 -0.006 0.008 0.003 0.232
```
Positions in Å, forces in eV/Å.

2S+1: 3
energy: -1787.647484 Ha
LUMO energy (alpha / beta): 0.00 / -0.09 eV
HOMO (alpha / beta): -5.17 / -7.17 eV
relative energy (zero: lowest compared OMol25 entry of this formula, charge and spin): 0.566 eV
molar mass: 691.66 g mol⁻¹
gap between HOMO and LUMO (alpha / beta): 0.18999 / 0.26014 Ha
max |F|: 0.11 eV Å⁻¹

---

Question: Which of these has the highest max |F|?
Answer: CH3NOS

---

Question: Look up the max |F| of the third one.
Answer: 0.11 eV Å⁻¹

---

Question: Number 1 is which compound?
Answer: C20H34N8O4S

---

Question: What is the molar mass in the first record?
Answer: 482.61 g mol⁻¹